No. 1
A molecular structure, F2In at a distorted geometry, computed with the ωB97M-V functional and the def2-TZVPD basis.

Values from the calculation:
spin multiplicity: 2
HOMO energy (alpha / beta): -12.40 / -9.22 eV
lowest unoccupied orbital energy (alpha / beta): -1.5 / -5.1 eV
Kohn-Sham gap (alpha / beta): 0.40073 / 0.15251 Eh
E_tot: -10604.19293 eV
energy above the lowest of the compared OMol25 structures with the same formula, charge and spin: 0.00 kJ/mol

Each line ends with the natural charge from an NBO analysis.
Geometry (Å):
In  19.10937  -15.46870  14.03754  1.026
F  19.52045  -16.79549  11.43748  -0.537
F  18.59165  -16.07810  16.90486  -0.489



No. 2
C3H4O3 in the gas phase at a distorted geometry, computed with the ωB97M-V functional and the def2-TZVPD basis.

Values from the calculation:
spin multiplicity: 1
HOMO energy: -9.84 eV
lowest unoccupied orbital energy: 0.4 eV
Kohn-Sham gap: 0.37476 Eh
E_tot: -9317.06427 eV
energy above the lowest of the compared OMol25 structures with the same formula, charge and spin: 157.89 kJ/mol

Each line ends with the natural charge from an NBO analysis.
Geometry (Å):
C  -0.61600  0.77457  -0.12305  -0.739
C  0.82024  1.11273  0.05645  0.611
O  1.41345  2.11440  0.19730  -0.445
C  1.83006  -0.39241  0.06385  0.626
O  2.93250  -0.12823  -0.33531  -0.577
O  1.58374  -1.77170  0.41098  -0.723
H  -0.79784  -0.26666  0.12264  0.247
H  -0.88964  0.93378  -1.16476  0.259
H  -1.24413  1.41578  0.49437  0.249
H  2.40898  -2.22086  0.19145  0.493



No. 3
A molecular structure, C46H62CoN2OP2Si at a distorted geometry, computed with the ωB97M-V functional and the def2-TZVPD basis.

Values from the calculation:
spin multiplicity: 2
HOMO energy (alpha / beta): -6.94 / -7.10 eV
lowest unoccupied orbital energy (alpha / beta): 0.6 / 0.7 eV
Kohn-Sham gap (alpha / beta): 0.27876 / 0.28589 Eh
E_tot: -117821.51986 eV

Each line ends with the Löwdin charge.
Geometry (Å):
Co  0.04269  -0.16550  -0.38589  0.057
C  0.96026  -0.64719  3.30747  -0.186
Si  -0.11098  0.03840  1.90494  0.607
C  0.08991  1.92189  2.14734  -0.282
C  0.64167  2.48087  3.30928  -0.097
C  1.09949  3.79416  3.33998  -0.083
C  1.02256  4.57604  2.19542  -0.075
C  0.45127  4.05165  1.04151  -0.085
C  -0.02055  2.73975  1.01482  -0.359
P  -0.88866  1.96784  -0.39987  1.071
C  -2.65567  2.39968  0.00540  -0.388
C  -3.51451  2.41468  -1.26306  -0.215
C  -5.01065  2.41472  -0.90794  -0.182
C  -5.31703  3.30526  0.31646  -0.192
C  -4.22821  4.35805  0.50338  -0.199
C  -2.88291  3.69380  0.82908  -0.188
C  -0.49379  2.89889  -1.94707  -0.394
C  0.99687  2.70097  -2.27459  -0.217
C  1.31760  3.26147  -3.66006  -0.171
C  0.90098  4.75150  -3.80802  -0.183
C  0.21495  5.28933  -2.54855  -0.211
C  -0.94076  4.37984  -2.12144  -0.188
C  -1.76816  -0.82201  2.34591  -0.285
C  -2.45306  -0.59586  3.54774  -0.094
C  -3.45538  -1.45414  3.98076  -0.081
C  -3.75509  -2.59440  3.24094  -0.076
C  -3.08880  -2.83699  2.04756  -0.114
C  -2.12785  -1.94119  1.56940  -0.343
P  -1.26070  -2.08946  -0.04497  1.104
C  -2.36518  -2.63403  -1.45720  -0.381
C  -3.49004  -3.67698  -1.28822  -0.189
C  -4.86293  -3.11006  -0.91027  -0.202
C  -5.27874  -2.00369  -1.87083  -0.200
C  -4.21870  -0.90631  -1.87413  -0.218
C  -2.86273  -1.44966  -2.31674  -0.205
C  -0.03346  -3.49565  -0.01380  -0.382
C  -0.47413  -4.92247  0.36127  -0.178
C  -0.62853  -5.20286  1.86862  -0.184
C  0.29017  -4.31083  2.71399  -0.194
C  1.57642  -4.00381  1.94792  -0.198
C  1.27446  -3.10122  0.74223  -0.196
H  0.49627  -0.38724  4.26758  0.036
H  1.98392  -0.24452  3.29834  0.029
H  1.02875  -1.73914  3.25808  0.004
H  0.74096  1.87019  4.20322  0.091
H  1.53556  4.19791  4.24697  0.100
H  1.40048  5.59240  2.20069  0.103
H  0.37850  4.67779  0.15809  0.084
H  -2.97379  1.54509  0.61271  0.105
H  -3.27566  1.55623  -1.89273  0.083
H  -3.27434  3.30738  -1.84896  0.096
H  -5.33272  1.39326  -0.69945  0.089
H  -5.58384  2.75476  -1.77457  0.111
H  -5.36574  2.69222  1.22257  0.112
H  -6.29407  3.77706  0.20541  0.104
H  -4.49301  5.05158  1.30373  0.109
H  -4.14255  4.95450  -0.41165  0.111
H  -2.85221  3.44199  1.89252  0.118
H  -2.08588  4.41716  0.67528  0.079
H  -1.03462  2.28882  -2.67660  0.108
H  1.23815  1.64055  -2.24186  0.065
H  1.61950  3.18425  -1.51445  0.115
H  0.79507  2.65074  -4.40114  0.111
H  2.38456  3.13678  -3.85996  0.106
H  0.20915  4.86205  -4.64946  0.106
H  1.76951  5.37130  -4.03927  0.102
H  -0.16662  6.29597  -2.73391  0.111
H  0.94779  5.37999  -1.74162  0.097
H  -1.70131  4.42357  -2.90562  0.110
H  -1.41392  4.77572  -1.22133  0.085
H  -2.19002  0.26599  4.15865  0.103
H  -3.98450  -1.25364  4.90615  0.101
H  -4.50518  -3.29303  3.59429  0.104
H  -3.32024  -3.73314  1.48262  0.090
H  -1.57876  -3.10286  -2.04925  0.096
H  -3.20321  -4.47063  -0.59732  0.079
H  -3.60240  -4.15686  -2.26766  0.120
H  -4.84560  -2.68776  0.09265  0.092
H  -5.59470  -3.92194  -0.90725  0.112
H  -6.25310  -1.59785  -1.58683  0.108
H  -5.37820  -2.40949  -2.88632  0.116
H  -4.13210  -0.47804  -0.86374  0.108
H  -4.52634  -0.10736  -2.54625  0.103
H  -2.10411  -0.66490  -2.32232  0.070
H  -2.96201  -1.80137  -3.35220  0.122
H  0.19864  -3.51813  -1.07933  0.095
H  0.31109  -5.57786  -0.02793  0.114
H  -1.37896  -5.20857  -0.17352  0.087
H  -0.38531  -6.25338  2.04538  0.108
H  -1.66049  -5.06752  2.18824  0.083
H  0.50538  -4.78634  3.67241  0.111
H  -0.22824  -3.37210  2.93071  0.088
H  2.02914  -4.94590  1.61813  0.113
H  2.30943  -3.51134  2.59097  0.104
H  2.11684  -3.11039  0.04538  0.116
H  1.19918  -2.07218  1.10040  0.029
O  0.31423  -0.94072  -2.20887  -0.182
C  1.23669  -0.86353  -3.11607  -0.361
C  0.94610  -1.19880  -4.46546  -0.014
C  1.89715  -1.11572  -5.45865  -0.097
C  3.20049  -0.69333  -5.16734  -0.115
C  3.51229  -0.37821  -3.86238  -0.059
C  2.56946  -0.47204  -2.82770  -0.106
C  2.95251  -0.16434  -1.45282  -0.258
N  2.16459  0.11603  -0.42661  0.064
C  2.97973  0.40274  0.65592  -0.118
C  4.27956  0.27338  0.29626  -0.068
N  4.24709  -0.09089  -1.03658  0.109
H  -0.07039  -1.51192  -4.68399  0.108
H  1.63102  -1.37132  -6.48031  0.100
H  3.94414  -0.60285  -5.95091  0.093
H  4.51682  -0.02306  -3.64504  0.100
H  2.57358  0.69187  1.61710  0.074
H  5.20026  0.40328  0.84595  0.111
H  5.04247  -0.29792  -1.60630  0.140



No. 4
C6H12O in the gas phase, computed with the ωB97M-V functional and the def2-TZVPD basis.

Values from the calculation:
spin multiplicity: 1
HOMO energy: -9.91 eV
lowest unoccupied orbital energy: 1.0 eV
Kohn-Sham gap: 0.39934 Eh
E_tot: -8463.27040 eV
energy above the lowest of the compared OMol25 structures with the same formula, charge and spin: 104.54 kJ/mol

Each line ends with the natural charge from an NBO analysis.
Geometry (Å):
C  1.61116  0.91917  0.56832  -0.640
C  0.73560  -0.24279  0.11839  0.222
C  1.38336  -1.20113  -0.88552  -0.642
O  -0.03670  -0.96887  1.09078  -0.506
C  -0.72944  -0.08039  0.21707  0.210
C  -1.33741  1.08142  0.98395  -0.632
C  -1.63411  -0.63147  -0.86090  -0.630
H  2.66998  0.72857  0.36964  0.213
H  1.47647  1.14703  1.62653  0.227
H  1.31359  1.81206  0.00610  0.215
H  0.86954  -1.23077  -1.84458  0.213
H  1.36593  -2.20989  -0.46225  0.235
H  2.42829  -0.95858  -1.08373  0.211
H  -1.41531  1.99704  0.38829  0.211
H  -2.34676  0.79455  1.30083  0.216
H  -0.76110  1.28960  1.88880  0.225
H  -2.58915  -0.96430  -0.44017  0.216
H  -1.16917  -1.45739  -1.40344  0.219
H  -1.83478  0.17615  -1.57811  0.215



No. 5
A molecular structure, C41H38Cl2CoN2O2P at a distorted geometry, computed with the ωB97M-V functional and the def2-TZVPD basis.

Values from the calculation:
spin multiplicity: 2
HOMO energy (alpha / beta): -9.56 / -9.56 eV
lowest unoccupied orbital energy (alpha / beta): -3.5 / -2.6 eV
Kohn-Sham gap (alpha / beta): 0.22283 / 0.25414 Eh
E_tot: -122166.86323 eV
energy above the lowest of the compared OMol25 structures with the same formula, charge and spin: 53.24 kJ/mol
charge: +1

Each line ends with the Löwdin charge.
Geometry (Å):
Co  -0.63830  1.80195  1.12653  0.357
C  -2.14890  4.87969  0.50562  -0.014
C  -0.99784  4.13490  1.12441  -0.273
C  -1.05124  3.69893  2.45715  -0.030
C  0.00529  2.98483  3.01550  -0.280
C  -0.00425  2.55384  4.45205  -0.019
C  1.16486  2.76030  2.23508  -0.019
C  1.27028  3.21129  0.92920  -0.250
C  2.49822  2.95595  0.11423  -0.004
C  0.13829  3.83701  0.36580  -0.005
H  -2.70632  4.25545  -0.19775  0.080
H  -1.78560  5.73765  -0.05959  0.098
H  -2.84239  5.23799  1.26537  0.091
H  -1.93064  3.90605  3.05645  0.137
H  0.33607  1.52230  4.56081  0.082
H  -0.99347  2.64249  4.89933  0.081
H  0.68348  3.19176  5.01231  0.106
H  1.99722  2.22772  2.68002  0.139
H  3.34579  2.71696  0.75399  0.090
H  2.74515  3.83150  -0.48765  0.101
H  2.30996  2.13357  -0.58587  0.077
H  0.17186  4.12089  -0.68140  0.150
N  -2.64792  1.56896  0.46163  0.064
C  -3.09503  0.17428  0.41384  -0.279
C  -4.26076  -0.17906  -0.24992  -0.021
C  -4.67026  -1.50402  -0.25730  -0.054
C  -3.91971  -2.47485  0.39769  -0.056
C  -2.75224  -2.11985  1.05214  -0.058
C  -2.33015  -0.79238  1.05429  -0.272
P  -0.86334  -0.22303  1.93314  1.126
C  -1.30194  -0.46027  3.67333  -0.337
C  -2.25628  0.39999  4.21861  -0.122
C  -2.72154  0.20930  5.50896  -0.067
C  -2.23249  -0.84807  6.26870  -0.058
C  -1.28712  -1.71140  5.73190  -0.056
C  -0.82651  -1.52636  4.43386  -0.069
C  0.54490  -1.26928  1.56864  -0.337
C  0.54350  -2.09730  0.45367  -0.063
C  1.68352  -2.81599  0.12330  -0.077
C  2.82636  -2.69871  0.90157  -0.085
C  2.83588  -1.86216  2.01346  -0.063
C  1.69793  -1.14645  2.34936  -0.101
H  -2.60720  1.92240  -0.49000  0.106
H  -3.33322  2.12931  0.95673  0.115
H  -4.84808  0.57981  -0.75527  0.122
H  -5.57961  -1.78107  -0.77622  0.116
H  -4.24411  -3.50808  0.39146  0.116
H  -2.16002  -2.87527  1.55873  0.123
H  -2.63952  1.22901  3.62823  0.101
H  -3.46500  0.88155  5.92212  0.113
H  -2.59122  -1.00011  7.27965  0.113
H  -0.90756  -2.53744  6.32109  0.114
H  -0.09810  -2.21190  4.02036  0.106
H  -0.32520  -2.17127  -0.17632  0.085
H  1.66930  -3.45534  -0.75292  0.106
H  3.71687  -3.25866  0.64098  0.111
H  3.73044  -1.76767  2.61724  0.111
H  1.71144  -0.49534  3.21918  0.104
Cl  1.90202  0.08416  -7.06578  0.709
C  3.15875  -0.49439  -6.02313  -0.585
C  4.40864  -0.73947  -6.56736  -0.101
C  5.42393  -1.21454  -5.75388  -0.069
C  5.19899  -1.42608  -4.40399  -0.103
C  3.94602  -1.16145  -3.87906  -0.577
Cl  3.69894  -1.37057  -2.17368  0.758
C  2.88520  -0.70468  -4.66942  -0.309
N  1.59964  -0.44374  -4.14449  0.065
C  0.75085  -1.45421  -3.71200  -0.206
C  1.05895  -2.80112  -3.94010  -0.027
C  0.20471  -3.80940  -3.52528  -0.090
C  -0.98395  -3.50793  -2.87855  -0.101
C  -1.29981  -2.17357  -2.66573  -0.068
C  -0.46206  -1.13794  -3.05976  -0.147
C  -0.90109  0.29519  -2.79547  -0.036
C  0.00272  1.05967  -1.81640  -0.560
O  0.93029  1.75133  -2.24587  0.014
O  -0.22584  0.89785  -0.54682  -0.131
H  4.57289  -0.55848  -7.62205  0.108
H  6.40057  -1.41735  -6.17558  0.113
H  5.98605  -1.78494  -3.75341  0.106
H  1.47343  0.46774  -3.73753  0.104
H  1.97798  -3.05466  -4.45588  0.115
H  0.47456  -4.84228  -3.71865  0.107
H  -1.66131  -4.29453  -2.56190  0.100
H  -2.23910  -1.91532  -2.18209  0.100
H  -1.91373  0.24774  -2.38936  0.100
H  -0.93176  0.85671  -3.73427  0.132



No. 6
4 unconnected molecules or ions with the total composition C2H13N3O3 at a distorted geometry, computed with the ωB97M-V functional and the def2-TZVPD basis.

Values from the calculation:
spin multiplicity: 1
HOMO energy: -9.54 eV
lowest unoccupied orbital energy: 0.5 eV
Kohn-Sham gap: 0.36883 Eh
E_tot: -12897.75059 eV
energy above the lowest of the compared OMol25 structures with the same formula, charge and spin: 43.81 kJ/mol

Each line ends with the natural charge from an NBO analysis.
Geometry (Å):
H  -0.68174  0.00218  -1.67517  0.364
N  -0.76054  -0.16823  -0.68162  -0.874
C  -1.36351  -1.18215  -0.16129  0.611
N  -1.75201  -2.29836  -0.89992  -0.834
N  -1.64449  -1.24653  1.16395  -0.613
C  -1.30058  -0.14114  2.03823  -0.418
H  -2.32872  -2.98280  -0.42015  0.387
H  -1.90106  -2.10970  -1.87659  0.398
H  -1.51328  -2.17850  1.55864  0.383
H  -0.20405  -0.09855  2.20067  0.175
H  -1.57773  0.78174  1.51371  0.237
H  -1.63057  -0.26046  3.07636  0.210
O  1.46907  1.60377  -0.17472  -0.998
H  2.07327  1.63864  -0.91952  0.465
H  0.67871  1.06031  -0.35395  0.510
O  1.53555  3.69634  -2.59828  -0.947
H  1.30011  3.28004  -1.76991  0.480
H  1.54235  3.00756  -3.26798  0.463
O  2.60179  -1.13746  1.56394  -0.963
H  2.66545  -0.26120  1.15936  0.494
H  1.81020  -1.23892  2.11398  0.469



No. 7
C4H7N3 in the gas phase at a distorted geometry, computed with the ωB97M-V functional and the def2-TZVPD basis.

Values from the calculation:
spin multiplicity: 1
HOMO energy: -7.47 eV
lowest unoccupied orbital energy: 0.8 eV
Kohn-Sham gap: 0.30557 Eh
E_tot: -8728.87545 eV
energy above the lowest of the compared OMol25 structures with the same formula, charge and spin: 270.53 kJ/mol

Each line ends with the natural charge from an NBO analysis.
Geometry (Å):
N  -1.17984  -1.25407  1.90209  -0.801
C  -0.39486  -0.75052  0.85951  0.174
C  0.83108  -1.30501  0.36661  -0.408
N  1.14765  -0.32348  -0.69379  -0.529
C  0.29454  0.69464  -0.74896  0.348
N  0.56477  1.83029  -1.51894  -0.814
C  -0.71913  0.43252  0.16591  -0.404
H  -0.95637  -2.20959  2.14555  0.383
H  -2.17755  -1.17122  1.73464  0.374
H  1.76713  -0.64079  0.63105  0.287
H  1.88595  -0.56739  -1.32879  0.417
H  0.61985  1.63743  -2.51096  0.377
H  -0.10519  2.56657  -1.34740  0.381
H  -1.57141  1.07432  0.33571  0.215



No. 8
C4H5NO3 in the gas phase at a distorted geometry, computed with the ωB97M-V functional and the def2-TZVPD basis.

Values from the calculation:
spin multiplicity: 1
HOMO energy: -8.90 eV
lowest unoccupied orbital energy: -0.7 eV
Kohn-Sham gap: 0.30096 Eh
E_tot: -11854.72343 eV
energy above the lowest of the compared OMol25 structures with the same formula, charge and spin: 702.19 kJ/mol

Each line ends with the natural charge from an NBO analysis.
Geometry (Å):
C  -1.39587  -0.70122  0.09835  -0.120
C  0.06249  -0.76713  -0.17487  -0.180
C  -1.37421  1.60827  -0.23584  0.073
C  0.94670  -0.00406  0.46981  -0.073
N  2.33020  -0.03237  0.08740  0.499
O  -1.96062  0.50494  -0.51253  -0.457
O  3.11311  0.49167  0.84947  -0.361
O  2.62880  -0.58642  -0.94896  -0.381
H  -1.94660  -1.52924  -0.34952  0.211
H  -1.59950  -0.65154  1.17188  0.209
H  0.39331  -1.35521  -1.02058  0.242
H  -1.93318  2.40727  -0.76003  0.092
H  0.73536  0.61504  1.32542  0.246